Below is C27H34N7OSeSiTl as an isolated structure in a non-equilibrium geometry, with properties calculated with ωB97M-V with the def2-TZVPD basis set.

Gap between HOMO and LUMO   6.2 eV
Net charge   +2
ΔE to the lowest compared entry with this formula, charge and spin   3.43 kcal/mol

Last column: Mulliken charge in e.
Geometry (Å):
Tl  0.013  -2.393  -0.362  0.930
Se  -2.327  -3.065  -1.450  -0.032
Si  -0.284  1.119  -0.155  -0.401
O  -0.115  -0.299  -0.933  0.002
N  0.485  -1.783  4.021  -0.399
N  2.123  -3.067  0.263  -0.704
N  -1.383  -1.143  -3.490  0.365
N  -3.402  -0.733  -2.879  0.208
N  -0.197  -2.451  1.898  -0.524
N  2.107  -2.273  2.460  0.106
N  4.147  -2.525  1.390  0.351
C  -4.038  0.323  1.858  -0.619
C  0.757  -2.180  2.746  0.556
C  0.183  2.559  -2.712  -0.135
C  0.713  1.342  2.440  -0.293
C  -0.165  5.007  -1.455  -0.731
C  2.784  -2.611  1.302  0.480
C  2.918  0.995  3.233  -0.945
C  -2.958  0.370  -3.595  -0.440
C  -0.063  3.784  -0.700  -0.431
C  0.012  2.580  -1.340  0.191
C  -0.168  -1.934  -3.769  -1.180
C  -3.054  2.232  0.008  -0.394
C  4.936  -2.911  0.188  -1.134
C  -1.695  0.058  -3.982  -0.719
C  -4.383  2.291  0.449  -0.713
C  -2.364  -1.607  -2.702  -0.019
C  -2.184  1.296  0.505  0.682
C  -2.662  0.362  1.482  0.539
C  -0.116  4.912  -2.827  -0.332
C  4.683  -2.791  2.737  -1.045
C  -4.664  -0.798  -2.129  -0.919
C  2.355  0.546  0.859  -0.408
C  3.300  0.621  1.904  -0.675
C  1.583  1.279  3.467  -0.673
C  -4.881  1.295  1.305  -0.583
C  0.128  3.714  -3.492  -0.684
C  1.061  0.982  1.156  0.502
H  -5.209  0.045  -2.545  0.328
H  5.753  -2.920  2.660  0.398
H  -5.076  3.003  0.033  0.435
H  1.245  1.466  4.496  0.506
H  -0.296  1.644  2.587  0.568
H  0.099  3.611  -4.608  0.328
H  -4.392  -0.566  2.436  0.382
H  4.311  0.429  1.659  0.546
H  -3.675  1.170  -3.796  0.503
H  -1.111  -2.535  2.357  0.233
H  6.025  -2.689  0.414  0.340
H  4.687  -3.965  -0.130  0.398
H  0.247  -1.736  -4.773  0.400
H  0.265  1.595  -3.191  0.472
H  4.739  -2.279  -0.687  0.334
H  -1.990  -0.498  1.762  -0.154
H  4.238  -3.633  3.223  0.346
H  2.561  0.274  -0.194  0.538
H  4.608  -1.883  3.331  0.350
H  -0.451  -2.944  -3.734  0.516
H  -4.448  -0.702  -1.074  0.397
H  -0.106  3.776  0.378  0.357
H  2.703  -1.686  3.033  -0.132
H  0.609  -1.649  -3.079  0.268
H  -0.988  0.562  -4.671  0.687
H  -5.950  1.301  1.433  0.382
H  -2.706  3.024  -0.674  0.336
H  1.195  -1.696  4.728  0.213
H  2.748  -3.407  -0.436  0.213
H  -0.488  5.930  -0.971  0.390
H  -5.262  -1.673  -2.356  0.339
H  -0.334  5.824  -3.455  0.315
H  -0.433  -1.446  4.179  0.181
H  3.693  1.148  3.967  0.504